[1]
ORCA calculation (ωB97M-V with the def2-TZVPD basis set) on a cluster of 3 separate species, C2HN2O5 in total.

Geometry as XYZ:
```
10
Properties=species:S:1:pos:R:3
C -1.36708 -5.41717 -0.56337
C 0.38011 0.16880 -0.52076
N 0.77260 -0.89753 -0.79635
N 0.37587 3.02426 0.27724
O -1.11983 -5.22335 0.54933
O -0.38913 3.73996 0.94811
O -1.57589 -5.49100 -1.68483
O 1.06817 -2.06371 -1.02291
O 0.82943 3.51546 -0.84735
H 0.27901 1.15211 -0.16093
```

Values from the calculation:
- HOMO level (eV) = -3.9
- energy (Ha) = -562.4384
- energy relative to the best compared isomer or geometry (same formula, charge and spin) (eV) = 1.391
- total charge = -1
- strongest force on any atom (eV/Å) = 3.9
- 2S+1 = 1
- Kohn-Sham gap (Eh) = 0.23151
- LUMO level (eV) = 2.364


[2]
ORCA calculation (ωB97M-V with the def2-TZVPD basis set) on the ion C2HN2S3 with charge -1.

Geometry as XYZ:
```
8
Properties=species:S:1:pos:R:3
S -2.66698 0.39808 -0.85439
N -1.56405 0.63573 0.28437
N -0.97534 1.40567 1.00735
C 0.20691 1.86345 1.05526
C 1.27525 1.50588 0.08797
S 0.66704 0.29170 -0.95307
S 2.75563 2.25032 0.44078
H 0.43699 2.31950 1.93036
```

Values from the calculation:
- HOMO level (alpha / beta) (eV) = -3.9 / -3.9
- energy (Ha) = -1380.8447
- energy relative to the best compared isomer or geometry (same formula, charge and spin) (eV) = 2.747
- SMILES = S=N/N=C\C(=S)[S-]
- total charge = -1
- strongest force on any atom (eV/Å) = 3.0
- 2S+1 = 1
- Kohn-Sham gap (alpha / beta) (Eh) = 0.25613 / 0.25611
- LUMO level (alpha / beta) (eV) = 3.042 / 3.042


[3]
ORCA calculation (ωB97M-V with the def2-TZVPD basis set) on a cluster of 2 separate species, C2HN3O2 in total.

Geometry as XYZ:
```
8
Properties=species:S:1:pos:R:3
C -1.65818 0.26953 1.00057
C 1.75902 -0.34120 -0.32276
N -1.38577 1.59212 0.29564
N -0.49704 0.80278 -0.16385
N -1.21666 -0.39905 -0.10226
O 1.19027 -1.27702 -0.72033
O 2.38356 0.52806 0.04282
H -0.57520 -1.17521 -0.02983
```

Values from the calculation:
- HOMO level (alpha / beta) (eV) = -7.7 / -10.9
- energy (Ha) = -391.2926
- energy relative to the best compared isomer or geometry (same formula, charge and spin) (eV) = 1.987
- total charge = 0
- strongest force on any atom (eV/Å) = 6.2
- 2S+1 = 3
- Kohn-Sham gap (alpha / beta) (Eh) = 0.27744 / 0.30519
- <S²> = 2.014
- LUMO level (alpha / beta) (eV) = -0.154 / -2.581


[4]
ORCA calculation (ωB97M-V with the def2-TZVPD basis set) on the molecule C2HN3O3.

Geometry as XYZ:
```
9
Properties=species:S:1:pos:R:3
O -2.26566 -1.26304 0.25725
C -1.09130 -0.65873 0.20292
N -1.03737 0.55800 0.87824
N -0.17888 1.37949 0.86612
C 1.19211 1.09853 0.06907
O 2.11073 1.82985 0.15008
O 1.31621 -0.22035 -0.50940
N 0.00061 -0.88023 -0.62321
H -0.04645 -1.84351 -1.29107
```

Values from the calculation:
- HOMO level (eV) = -10.1
- energy (Ha) = -466.6294
- energy relative to the best compared isomer or geometry (same formula, charge and spin) (eV) = 6.488
- SMILES = O=c1nnc(=O)o[nH]1
- total charge = 0
- strongest force on any atom (eV/Å) = 7.2
- 2S+1 = 1
- Kohn-Sham gap (Eh) = 0.30848
- LUMO level (eV) = -1.681


[5]
ORCA calculation (ωB97M-V with the def2-TZVPD basis set) on the molecule C2HN3O3.

Geometry as XYZ:
```
9
Properties=species:S:1:pos:R:3
O 0.62752 2.38227 0.51935
C 0.52968 1.20422 0.07741
N 0.82868 0.98085 -1.24305
N 0.74688 -0.22555 -1.66570
N -0.17383 -1.04742 -1.08840
C -0.39816 -0.88155 0.09247
O -1.34731 -1.49252 0.73910
O 0.20634 0.13210 0.94347
H -1.01980 -1.05240 1.62534
```

Values from the calculation:
- HOMO level (eV) = -11.0
- energy (Ha) = -466.6882
- energy relative to the best compared isomer or geometry (same formula, charge and spin) (eV) = 4.890
- SMILES = O=c1nnnc(O)o1
- total charge = 0
- strongest force on any atom (eV/Å) = 6.7
- 2S+1 = 1
- Kohn-Sham gap (Eh) = 0.33812
- LUMO level (eV) = -1.829


[6]
ORCA calculation (ωB97M-V with the def2-TZVPD basis set) on a cluster of 2 separate species, C2HN3O3 in total.

Geometry as XYZ:
```
9
Properties=species:S:1:pos:R:3
C 2.30541 -0.95620 -0.17999
C -0.46832 -1.65898 -0.02032
N 2.70982 0.18391 0.29872
N 2.28370 1.41802 0.35906
N 0.07632 -0.58244 0.01902
O 2.46009 -2.08178 -0.07143
O -0.66359 -2.78263 -0.04834
O 3.42978 1.07220 -0.48139
H -0.50220 0.17813 0.15570
```

Values from the calculation:
- HOMO level (alpha / beta) (eV) = -8.3 / -8.3
- energy (Ha) = -466.5232
- energy relative to the best compared isomer or geometry (same formula, charge and spin) (eV) = 9.379
- total charge = 0
- strongest force on any atom (eV/Å) = 2.6
- 2S+1 = 1
- Kohn-Sham gap (alpha / beta) (Eh) = 0.28996 / 0.28998
- LUMO level (alpha / beta) (eV) = -0.387 / -0.387


[7]
ORCA calculation (ωB97M-V with the def2-TZVPD basis set) on a structure of composition C2HN3O3.

Geometry as XYZ:
```
9
Properties=species:S:1:pos:R:3
C -1.21289 -0.08807 -0.18949
C -0.84328 -1.43394 0.03577
N -0.35027 0.82690 -0.05774
N -0.66710 -2.57806 0.23654
N 2.18191 0.25481 0.33256
O 1.02351 -0.01151 0.58886
O 2.58337 1.07618 -0.41180
O -0.38030 2.03635 -0.18330
H -2.33497 -0.08267 -0.35139
```

Values from the calculation:
- HOMO level (eV) = -10.1
- energy (Ha) = -466.5237
- energy relative to the best compared isomer or geometry (same formula, charge and spin) (eV) = 9.366
- total charge = 0
- strongest force on any atom (eV/Å) = 3.9
- 2S+1 = 1
- Kohn-Sham gap (Eh) = 0.31673
- LUMO level (eV) = -1.489


[8]
ORCA calculation (ωB97M-V with the def2-TZVPD basis set) on a cluster of 2 separate species, C2HN4O4 in total.

Geometry as XYZ:
```
11
Properties=species:S:1:pos:R:3
C 0.93223 0.17454 1.09730
C -0.03957 0.03811 0.20729
N 2.16430 0.30585 1.45559
N 2.94294 0.32054 0.43204
N 2.85872 0.01048 -0.69127
N -1.18401 2.20767 1.26959
O -0.86067 2.26507 0.18245
O -0.33231 0.38469 1.63548
O 3.22089 -0.19813 -1.77989
O -1.62254 2.70976 2.19160
H -0.71859 -0.09365 -0.62872
```

Values from the calculation:
- HOMO level (alpha / beta) (eV) = -13.4 / -13.4
- energy (Ha) = -596.0359
- energy relative to the best compared isomer or geometry (same formula, charge and spin) (eV) = 5.652
- total charge = +1
- strongest force on any atom (eV/Å) = 2.7
- 2S+1 = 1
- Kohn-Sham gap (alpha / beta) (Eh) = 0.25493 / 0.25507
- LUMO level (alpha / beta) (eV) = -6.472 / -6.470


[9]
ORCA calculation (ωB97M-V with the def2-TZVPD basis set) on a cluster of 2 separate species, C2HN5S in total.

Geometry as XYZ:
```
9
Properties=species:S:1:pos:R:3
C -2.66794 -0.44954 -0.23018
C 2.01398 0.11669 0.01528
N -2.69816 -1.56523 -0.51915
N 1.29537 -0.79960 0.56657
N 0.04628 -0.41997 0.53844
N 0.06837 0.76691 -0.01573
N 1.28954 1.11686 -0.46710
S -2.40825 1.12631 0.14157
H 3.06081 0.10756 -0.02971
```

Values from the calculation:
- HOMO level (alpha / beta) (eV) = -10.9 / -10.9
- energy (Ha) = -748.5812
- energy relative to the best compared isomer or geometry (same formula, charge and spin) (eV) = 2.301
- total charge = 0
- strongest force on any atom (eV/Å) = 3.4
- 2S+1 = 1
- Kohn-Sham gap (alpha / beta) (Eh) = 0.22615 / 0.22630
- LUMO level (alpha / beta) (eV) = -4.719 / -4.716


[10]
ORCA calculation (ωB97M-V with the def2-TZVPD basis set) on the molecule C2HN7O6.

Geometry as XYZ:
```
16
Properties=species:S:1:pos:R:3
O 1.03780 2.43952 0.67821
N 0.98994 1.20255 0.79445
O 1.95169 0.49741 0.93093
C -0.32724 0.50956 0.43882
N 0.16473 -0.47396 -0.48031
N -0.15747 -1.76649 -0.44397
C 0.74725 -2.20643 -1.32206
N 1.53576 -1.23352 -1.84850
N 1.11360 -0.16496 -1.34097
N -1.09968 -0.28522 1.56652
O -0.39190 -0.94333 2.26775
O -2.29507 -0.12683 1.60743
N -1.12974 1.69276 -0.27273
O -1.73304 2.38563 0.49915
O -1.08793 1.70343 -1.44860
H 0.68130 -3.23012 -1.62613
```

Values from the calculation:
- HOMO level (eV) = -11.8
- energy (Ha) = -911.1394
- energy relative to the best compared isomer or geometry (same formula, charge and spin) (eV) = 0.066
- SMILES = O=[N+]([O-])C(n1ncnn1)([N+](=O)[O-])[N+](=O)[O-]
- total charge = 0
- strongest force on any atom (eV/Å) = 3.3
- 2S+1 = 1
- Kohn-Sham gap (Eh) = 0.37029
- LUMO level (eV) = -1.694


[11]
ORCA calculation (ωB97M-V with the def2-TZVPD basis set) on the molecule C2HNO.

Geometry as XYZ:
```
5
Properties=species:S:1:pos:R:3
O -0.81995 -2.57011 -1.95745
C -0.95805 -1.21371 -1.31525
C -0.36840 -0.19106 -0.47255
N -1.34842 0.11159 -1.23048
H 0.24206 0.24266 0.41140
```

Values from the calculation:
- HOMO level (eV) = -10.0
- energy (Ha) = -206.6226
- energy relative to the best compared isomer or geometry (same formula, charge and spin) (eV) = 4.093
- SMILES = O=c1cn1
- total charge = 0
- strongest force on any atom (eV/Å) = 9.8
- 2S+1 = 1
- Kohn-Sham gap (Eh) = 0.35522
- LUMO level (eV) = -0.320


[12]
ORCA calculation (ωB97M-V with the def2-TZVPD basis set) on the molecule C2HNO.

Geometry as XYZ:
```
5
Properties=species:S:1:pos:R:3
N -1.98593 -0.44293 -0.00584
C -0.84170 -0.24409 0.01204
C 0.58862 0.12554 -0.00316
O 1.49825 -0.66591 -0.00066
H 0.74075 1.22739 -0.00238
```

Values from the calculation:
- HOMO level (eV) = -11.7
- energy (Ha) = -206.7628
- energy relative to the best compared isomer or geometry (same formula, charge and spin) (eV) = 0.278
- SMILES = N#CC=O
- total charge = 0
- strongest force on any atom (eV/Å) = 1.7
- 2S+1 = 1
- Kohn-Sham gap (Eh) = 0.39782
- LUMO level (eV) = -0.915